1.
A 6-piece molecular cluster, C24H48O18 overall at a distorted geometry. Source: the Open Molecules 2025 dataset; level of theory: ωB97M-V with the def2-TZVPD basis set.

Structure (XYZ):
```
90
Properties=species:S:1:pos:R:3:forces:R:3
C 9.606606 -3.280484 -4.123139 -0.33 0.05 -0.22
C 8.616246 -4.292404 -3.514939 0.24 0.92 -0.81
O 8.523826 -4.179904 -2.111949 -1.01 2.19 2.86
C 7.947696 -3.008644 -1.554369 0.18 -0.56 -0.09
O 7.549116 -2.039944 -2.165279 0.49 -1.39 0.42
O 7.898846 -3.124234 -0.181999 1.50 -2.11 -3.54
C 7.293846 -2.120084 0.554421 -0.54 -0.29 1.08
H 10.620606 -3.629064 -3.927139 0.03 0.31 -0.01
H 9.454596 -2.249004 -3.805269 0.04 -0.24 0.71
H 9.473806 -3.131654 -5.194729 0.00 -0.73 -0.23
H 9.007196 -5.299214 -3.661809 -0.21 0.02 -0.06
H 7.611116 -4.218364 -3.930049 0.05 0.07 -0.20
H 7.134996 -1.235614 -0.062499 0.01 0.13 0.58
H 7.917256 -2.080574 1.447671 0.21 1.07 -0.16
H 6.395226 -2.583984 0.961071 -0.63 0.56 -0.34
C 6.500196 -0.870034 -10.562509 -0.13 0.41 -0.31
C 7.195236 -1.679194 -11.684669 0.05 0.40 2.57
O 7.373856 -0.943654 -12.863219 0.23 1.11 -1.87
C 8.124746 0.173366 -12.917949 0.68 2.38 3.57
O 8.639496 0.768336 -11.917479 -1.29 -2.42 -3.69
O 8.095396 0.662726 -14.163319 0.16 -0.37 -0.74
C 9.016086 1.708676 -14.558639 0.83 0.47 1.40
H 5.492236 -0.606884 -10.883229 0.01 0.24 -0.22
H 7.057656 0.037146 -10.329329 -0.09 -0.07 -0.14
H 6.329716 -1.378164 -9.613379 0.42 -0.57 -0.19
H 6.546996 -2.534664 -11.874549 0.40 0.02 -0.63
H 8.185656 -1.986874 -11.349249 -0.07 -0.32 0.09
H 8.776386 2.669776 -14.103739 -0.39 -0.17 0.24
H 9.116286 1.915866 -15.624069 -0.80 -0.95 -0.09
H 10.012496 1.465296 -14.189809 -0.02 -0.16 0.01
C -6.962334 -7.023604 5.056651 1.05 0.98 0.61
C -5.864034 -6.273674 5.847571 -1.21 1.43 -0.55
O -5.301054 -7.136844 6.786311 4.40 -1.50 1.52
C -3.868994 -7.015984 7.115661 -0.91 1.07 -0.20
O -3.117394 -6.145184 6.699001 -1.74 -2.13 0.76
O -3.585244 -7.986574 8.030761 -2.65 0.96 -0.30
C -2.309524 -8.165904 8.587781 1.72 -0.94 -1.17
H -7.679404 -7.379204 5.796551 0.19 -0.84 -0.35
H -6.394274 -7.708884 4.427521 -0.76 -0.68 0.19
H -7.528914 -6.353194 4.410391 0.27 0.23 -0.04
H -6.316864 -5.487984 6.452341 -0.14 0.37 -0.23
H -5.158984 -5.791384 5.170511 0.34 -0.27 0.14
H -1.834944 -8.744784 7.795461 1.30 0.97 -0.33
H -2.160694 -8.944474 9.335971 -1.74 0.14 0.67
H -1.807054 -7.286624 8.990901 -0.12 0.19 -0.73
C -2.885904 7.476796 1.349261 1.34 -1.28 -1.46
C -4.156604 6.993536 0.680581 1.29 -1.34 1.56
O -4.875664 8.157546 0.756951 -2.80 1.88 0.18
C -6.191294 8.102436 0.874971 -3.34 0.62 -2.48
O -6.927284 7.128626 0.711011 1.76 1.85 0.96
O -6.663574 9.435956 0.921111 1.95 -1.65 0.36
C -7.956634 9.818146 0.482511 -0.42 -0.84 -0.14
H -2.397724 8.044376 0.557031 0.35 0.47 0.43
H -2.252294 6.603406 1.503591 0.26 0.12 0.42
H -3.012474 8.078706 2.249141 -0.25 -0.30 -0.16
H -4.583054 6.163886 1.244431 -0.47 0.18 0.04
H -4.027814 6.634656 -0.340559 0.09 0.28 -0.11
H -7.889324 10.853376 0.148031 0.06 -0.02 0.41
H -8.682574 9.665736 1.281191 -0.02 0.29 0.01
H -8.304194 9.240856 -0.374239 0.21 -0.26 -0.02
C 1.003356 1.400076 -4.020919 0.24 0.37 -0.10
C 0.480766 2.289366 -2.877709 0.22 -1.63 0.08
O -0.361204 1.446486 -1.977359 -0.03 0.36 -0.03
C 0.308566 0.761056 -1.035409 1.61 1.03 0.11
O 1.531686 0.821696 -0.959799 -1.75 -0.96 0.69
O -0.570274 0.151846 -0.207369 -0.65 -0.22 -1.50
C -0.164274 -0.522494 0.959391 2.52 1.18 1.77
H 0.285306 1.214416 -4.819699 -0.19 0.00 0.23
H 1.403516 0.449206 -3.669029 -0.32 0.02 0.32
H 1.874586 1.858866 -4.488429 -0.05 0.35 -0.05
H -0.147254 3.114506 -3.213619 -0.14 -0.31 0.11
H 1.336516 2.671346 -2.321039 -0.27 -0.03 0.17
H -0.886834 -1.041124 1.589491 -0.73 0.03 -1.21
H 0.222136 0.253816 1.619791 -0.19 0.32 0.35
H 0.753686 -1.107524 0.903001 -0.28 -0.53 -0.94
C -6.202194 0.515936 10.991711 -0.02 -0.96 0.39
C -5.419684 1.444376 10.096311 -0.74 -1.33 0.37
O -6.429964 2.004576 9.187241 1.71 0.00 0.74
C -6.357074 1.660436 7.891111 2.13 -0.69 -0.08
O -5.438884 1.130186 7.290961 -0.71 0.28 0.91
O -7.478204 2.036176 7.382931 -2.95 0.91 -2.42
C -7.841144 1.610196 6.024051 -0.14 -0.95 0.27
H -6.497454 -0.356354 10.408581 -0.51 0.10 -0.04
H -7.054014 0.967176 11.500501 -0.04 0.12 -0.31
H -5.583594 0.079216 11.775751 0.33 0.23 0.09
H -4.702564 0.802516 9.584611 0.01 0.55 -0.51
H -4.873954 2.108946 10.766111 -0.32 1.02 -0.85
H -7.996414 0.532386 6.072301 0.76 -0.16 -0.18
H -7.177434 1.913606 5.214411 0.51 -0.10 0.59
H -8.835004 1.906826 5.688861 -0.03 0.99 1.00
```
Forces are in eV/Å.

Results
HOMO (eV): -10.5
Relative energy (zero: lowest compared OMol25 entry of this formula, charge and spin) (kcal per mole): 126.6
Electronic energy (a.u.): -2297.47604
Orbital gap (eV): 11.131
Structure (SMILES): CCOC(=O)OC.CCOC(=O)OC.CCOC(=O)OC.CCOC(=O)OC.CCOC(=O)OC.CCOC(=O)OC
Molecular weight (g mol⁻¹): 624.63

Mulliken population analysis, charges in e, atoms 1 to 2: -1.00 -0.20

---

2.
A 8-piece molecular cluster, C24H48O24 overall at a distorted geometry. Source: the Open Molecules 2025 dataset; level of theory: ωB97M-V with the def2-TZVPD basis set.

Structure (XYZ):
```
96
Properties=species:S:1:pos:R:3:forces:R:3
C 2.273018 -2.454098 3.350842 0.58 0.27 0.38
O 2.867893 -2.689016 4.649258 0.14 0.84 -0.87
C 2.467827 -3.774575 5.256998 0.49 0.07 0.33
O 1.629441 -4.536140 4.889542 -1.14 -0.82 -0.56
O 3.189637 -3.904086 6.354642 0.42 0.02 0.84
C 2.801431 -4.942564 7.237802 0.16 -0.85 0.34
H 1.215480 -2.249368 3.461200 -0.09 -0.10 -0.09
H 2.493646 -3.290850 2.691917 -0.28 -0.05 0.00
H 2.770004 -1.566132 2.978752 -0.03 0.03 -0.03
H 3.666393 -5.198126 7.848218 0.03 0.33 0.00
H 2.525637 -5.858359 6.712239 -0.14 0.25 -0.17
H 1.982125 -4.637512 7.887665 -0.04 0.13 -0.12
C -0.856157 -4.417102 3.136464 0.09 0.26 -0.66
O -2.031640 -4.030740 2.400454 -0.05 -0.38 0.08
C -2.571986 -2.842914 2.696661 0.76 -0.81 -0.57
O -2.316428 -2.199248 3.660457 -0.06 0.93 0.96
O -3.340915 -2.532765 1.673393 -0.60 -0.14 -1.07
C -4.058860 -1.314010 1.653292 -0.59 0.45 1.29
H -0.179968 -3.576638 3.187888 -0.03 0.13 0.26
H -0.377095 -5.152910 2.492729 -0.09 -0.25 0.27
H -1.065920 -4.800522 4.127031 -0.15 -0.03 0.04
H -3.498594 -0.514031 2.132833 0.18 0.03 -0.11
H -4.985634 -1.431793 2.225952 0.09 -0.02 -0.07
H -4.333397 -1.045384 0.645094 0.28 -0.23 -0.37
C 7.540609 1.813746 -1.233283 0.82 -0.28 -0.97
O 6.489123 2.240965 -0.402498 -0.45 0.27 0.14
C 5.663803 3.142068 -0.960257 0.42 -0.07 -0.23
O 5.683385 3.503090 -2.110109 0.07 -0.24 0.28
O 4.841879 3.566876 -0.013536 -0.41 -0.31 0.25
C 3.678776 4.259283 -0.476924 0.03 0.46 -0.50
H 8.125404 2.660702 -1.596100 0.01 0.02 0.16
H 7.208861 1.273349 -2.124241 -0.35 0.10 0.15
H 8.174543 1.134831 -0.672054 -0.08 0.13 0.30
H 2.816912 3.904484 0.073552 0.01 0.06 0.22
H 3.545155 4.088208 -1.543581 -0.04 -0.07 0.05
H 3.825542 5.328898 -0.337432 -0.08 0.00 0.15
C -2.741068 1.545805 -2.116410 0.04 0.09 -0.08
O -3.352257 2.841200 -2.232068 0.36 0.09 -0.25
C -4.020733 3.280502 -1.178085 0.00 -0.37 -0.41
O -4.291992 2.638719 -0.203411 -0.05 -0.45 0.79
O -4.382113 4.532938 -1.388223 0.12 0.49 -0.46
C -5.164399 5.097145 -0.354030 -0.68 0.20 0.45
H -2.522698 1.240606 -3.131922 -0.21 -0.09 -0.08
H -3.396089 0.853213 -1.597166 -0.07 -0.06 -0.06
H -1.790326 1.613191 -1.593301 0.01 0.11 0.19
H -5.307720 6.150559 -0.571409 0.29 0.04 -0.15
H -4.687982 4.963893 0.613699 0.04 0.04 0.03
H -6.157373 4.643181 -0.321459 0.13 -0.16 0.01
C 1.896425 4.048145 3.899025 0.94 0.74 0.11
O 0.847511 3.153898 3.634959 -0.60 -0.52 0.20
C 0.353748 3.137079 2.402594 0.73 0.58 0.50
O 0.732969 3.845527 1.506366 0.02 0.12 -0.35
O -0.610938 2.244946 2.341360 -0.12 -0.26 0.08
C -1.349213 2.376977 1.157614 -1.38 -0.01 -1.99
H 1.815561 4.362505 4.935949 -0.05 -0.23 0.08
H 1.878943 4.949873 3.285523 -0.27 -0.20 -0.16
H 2.857711 3.557540 3.736340 -0.03 -0.04 0.05
H -0.782102 2.288400 0.229356 0.61 -0.03 0.38
H -1.866200 3.336084 1.078246 0.12 0.06 0.40
H -2.118691 1.615864 1.057569 0.08 -0.20 0.72
C -2.010573 -3.020623 -4.130791 0.51 -0.18 -0.81
O -2.326401 -3.249110 -2.767783 0.08 0.90 0.10
C -2.092664 -4.482225 -2.349356 -0.28 -0.38 0.20
O -1.817876 -5.411687 -3.050451 0.21 -0.52 -0.23
O -2.244875 -4.496631 -1.032612 0.12 0.11 0.56
C -2.386909 -5.763137 -0.382564 -0.41 -0.26 0.24
H -2.590108 -3.680168 -4.775236 -0.06 0.08 0.01
H -0.950465 -3.212096 -4.327129 -0.11 -0.13 0.15
H -2.187449 -1.979478 -4.381691 -0.32 0.05 0.33
H -3.397541 -6.118571 -0.589529 0.18 -0.30 -0.12
H -2.319749 -5.602265 0.688326 0.01 0.44 -0.05
H -1.628626 -6.499707 -0.639652 -0.03 0.15 -0.50
C 2.673316 1.087089 0.759532 0.81 0.06 -0.02
O 1.994888 -0.141548 1.013413 0.16 0.23 0.47
C 1.022994 -0.533762 0.208242 0.07 0.02 -0.28
O 0.583736 0.089355 -0.724001 -0.24 -0.02 -0.06
O 0.674222 -1.752084 0.610971 -0.42 -0.13 0.37
C -0.414328 -2.400263 -0.038981 -0.11 -0.48 -1.51
H 2.057461 1.971194 0.626024 -0.50 -0.33 -0.08
H 3.349208 0.978462 -0.091560 -0.19 -0.03 -0.09
H 3.299501 1.238080 1.636341 -0.04 0.01 0.03
H -0.379063 -2.240772 -1.121715 0.10 0.29 0.15
H -1.419579 -2.136112 0.277346 0.23 0.39 0.47
H -0.301988 -3.473458 0.067931 0.23 0.04 0.51
C 0.248177 1.008379 -4.287051 0.28 0.31 -0.40
O -0.987921 1.387303 -4.918915 -0.20 -0.06 0.25
C -0.892030 2.015227 -6.092770 -0.29 -0.12 0.50
O 0.109865 2.128812 -6.727067 0.80 0.12 -0.58
O -2.091204 2.493966 -6.417999 -0.05 -0.21 0.46
C -2.204097 3.085829 -7.700723 -0.05 -0.20 -0.71
H 0.837462 1.897498 -4.053797 -0.15 0.00 0.08
H 0.864010 0.389478 -4.939886 -0.22 -0.10 -0.03
H -0.021254 0.485193 -3.379459 -0.04 -0.06 0.10
H -3.028341 3.786366 -7.645934 0.00 0.12 0.03
H -2.439063 2.314244 -8.439393 -0.06 0.01 0.09
H -1.283623 3.561769 -8.028077 0.03 0.15 0.26
```
Forces are in eV/Å.

Results
HOMO (eV): -10.8
Relative energy (zero: lowest compared OMol25 entry of this formula, charge and spin) (kcal per mole): 12.1
Electronic energy (a.u.): -2749.07792
Orbital gap (eV): 11.339
Structure (SMILES): COC(=O)OC.COC(=O)OC.COC(=O)OC.COC(=O)OC.COC(=O)OC.COC(=O)OC.COC(=O)OC.COC(=O)OC
Molecular weight (g mol⁻¹): 720.62

Mulliken population analysis, charges in e, atoms 1 to 2: -0.44 -0.38

---

3.
A 8-piece molecular cluster, C24H48O24 overall at a distorted geometry. Source: the Open Molecules 2025 dataset; level of theory: ωB97M-V with the def2-TZVPD basis set.

Structure (XYZ):
```
96
Properties=species:S:1:pos:R:3:forces:R:3
C -5.232689 4.253233 -1.139423 0.10 0.11 0.76
O -3.956666 3.841304 -0.622543 -0.06 0.16 0.04
C -3.013519 3.730720 -1.553054 0.25 0.04 0.24
O -3.166299 3.924193 -2.726898 -0.06 -0.03 -0.36
O -1.879736 3.377922 -0.945640 0.21 -0.02 0.63
C -0.806137 2.954991 -1.781266 -0.32 0.35 -0.95
H -5.150450 5.210931 -1.645409 0.05 -0.19 -0.40
H -5.848327 4.419289 -0.257363 -0.03 -0.23 -0.02
H -5.631644 3.448107 -1.746363 -0.18 0.22 -0.28
H -0.776892 1.868512 -1.741613 0.17 -0.04 -0.21
H 0.156846 3.376164 -1.506680 -0.22 0.11 0.69
H -1.016869 3.343957 -2.779600 0.09 -0.49 -0.13
C -0.332049 -0.404511 4.326025 0.96 0.00 0.30
O -1.699356 -0.020629 4.274929 0.01 -0.51 -0.37
C -1.918962 1.287371 4.209316 -0.26 0.03 0.16
O -1.099080 2.157798 4.321867 0.23 0.11 0.02
O -3.225924 1.474357 4.032734 -0.12 -0.25 0.10
C -3.682953 2.803507 4.266603 0.54 0.49 -0.01
H -0.229770 -1.460358 4.568639 -0.64 0.00 0.08
H 0.188367 0.162507 5.098551 -0.02 0.06 -0.09
H 0.186787 -0.268069 3.377761 -0.24 0.37 -0.06
H -3.138798 3.516976 3.644813 -0.18 -0.11 -0.18
H -3.482842 3.101316 5.298010 -0.21 -0.17 0.04
H -4.740418 2.805879 4.040710 -0.08 0.01 0.02
C 0.838451 -1.714907 -5.426611 0.00 -0.13 0.52
O 1.592537 -0.801542 -6.233694 0.01 -0.19 -0.11
C 2.676386 -0.199488 -5.746818 -0.12 0.13 0.14
O 3.513332 0.288127 -6.449161 0.11 0.14 -0.18
O 2.682315 -0.181469 -4.409306 0.04 0.07 0.08
C 3.808725 0.435879 -3.766185 -0.22 -0.30 -0.02
H 0.635027 -2.582968 -6.047196 -0.10 0.05 -0.06
H -0.086729 -1.269884 -5.063728 -0.03 0.15 -0.28
H 1.381085 -2.022502 -4.534893 0.14 -0.03 -0.15
H 3.548151 1.450405 -3.472876 -0.05 0.00 -0.02
H 4.675626 0.459621 -4.419588 -0.02 -0.11 -0.05
H 3.962558 -0.183852 -2.888737 0.22 0.22 0.12
C 2.534181 -6.389507 0.812383 0.56 0.01 0.02
O 3.619824 -5.570864 0.347070 -0.04 -0.36 -0.20
C 3.383845 -4.264759 0.386385 -0.41 0.14 0.25
O 2.498857 -3.730091 1.010364 0.06 -0.08 -0.05
O 4.266568 -3.668690 -0.392989 0.28 -0.04 0.06
C 4.282959 -2.245941 -0.385711 0.55 0.54 -0.75
H 2.277951 -6.103422 1.825966 -0.35 0.05 0.00
H 2.915193 -7.405521 0.803835 0.02 -0.03 -0.05
H 1.709595 -6.298140 0.110661 -0.23 0.01 0.23
H 4.097747 -1.906665 -1.404432 -0.23 -0.10 0.04
H 5.301859 -1.932785 -0.155516 -0.10 -0.04 0.32
H 3.546490 -1.798486 0.265572 -0.05 -0.18 0.21
C 0.395838 -4.586172 -1.713152 0.15 -0.72 0.05
O -0.228984 -3.572287 -2.491477 0.15 0.02 -0.18
C -1.201283 -2.889380 -1.906539 -0.23 0.86 -0.38
O -1.751619 -3.122759 -0.868674 -0.03 -0.33 0.36
O -1.485706 -1.833397 -2.688404 0.47 -0.33 -0.06
C -2.424849 -0.916443 -2.149315 -0.37 0.36 -0.13
H -0.194729 -4.820167 -0.829505 0.10 0.17 0.07
H 1.407006 -4.272701 -1.454228 -0.15 0.22 0.11
H 0.486947 -5.488079 -2.320830 -0.15 0.14 -0.12
H -1.991229 -0.295277 -1.363376 0.10 -0.25 0.13
H -3.296747 -1.446691 -1.776598 -0.06 0.08 0.08
H -2.700831 -0.251210 -2.965344 -0.04 -0.13 -0.05
C 0.246568 7.463791 -1.323201 -0.10 0.46 0.18
O -0.476083 6.579012 -0.466770 0.17 0.12 0.06
C 0.270406 5.756599 0.283950 -0.30 0.00 -0.33
O 1.441977 5.531788 0.130420 0.43 -0.05 -0.02
O -0.523600 5.222449 1.179447 -0.32 -0.34 0.28
C 0.000755 4.173388 2.014917 -0.32 0.34 0.35
H 1.133400 6.993519 -1.733501 -0.05 -0.11 -0.15
H 0.543467 8.356077 -0.763888 0.07 -0.16 0.07
H -0.458413 7.790386 -2.081743 0.07 -0.21 -0.17
H -0.814667 3.960140 2.696054 0.04 -0.11 0.04
H 0.842061 4.547804 2.595021 0.15 -0.12 -0.16
H 0.245491 3.271747 1.459681 0.14 0.15 -0.19
C 2.680278 2.494268 -0.777895 0.28 -0.57 -1.32
O 1.730432 1.824002 0.037685 0.33 0.50 0.51
C 1.561662 0.522017 -0.135598 -0.47 -0.17 -0.38
O 2.065345 -0.167213 -0.988190 0.11 0.16 0.18
O 0.669650 0.146274 0.773475 -0.21 0.17 -0.15
C 0.226619 -1.204456 0.810789 0.40 -0.97 0.46
H 2.273576 2.587157 -1.792530 -0.12 0.28 0.18
H 3.583713 1.900132 -0.937670 0.01 0.00 0.50
H 2.900461 3.467156 -0.361457 -0.20 0.02 0.24
H 0.638036 -1.631111 1.725171 -0.24 -0.15 0.02
H 0.592380 -1.846166 0.012331 0.17 0.44 -0.28
H -0.856622 -1.254746 0.826087 -0.04 0.29 0.04
C -3.083941 -2.887678 1.981777 -0.57 0.32 0.00
O -1.775784 -3.388214 2.234559 0.15 -0.27 -0.27
C -1.488215 -3.737849 3.481017 -0.09 0.22 0.02
O -2.218371 -3.672007 4.431984 -0.15 -0.04 0.23
O -0.222937 -4.154635 3.512407 0.17 0.08 -0.31
C 0.257264 -4.481558 4.810501 -0.49 -0.13 0.38
H -2.980922 -1.855764 1.648012 -0.05 0.01 0.08
H -3.711311 -2.935571 2.869794 0.19 0.07 0.07
H -3.567817 -3.454160 1.189305 0.34 -0.17 -0.06
H 1.180358 -5.024478 4.664031 0.15 0.00 0.03
H -0.488373 -5.083231 5.333327 0.20 -0.11 -0.03
H 0.404153 -3.582353 5.409289 0.18 0.04 -0.09
```
Forces are in eV/Å.

Results
HOMO (eV): -10.5
Relative energy (zero: lowest compared OMol25 entry of this formula, charge and spin) (kcal per mole): 11.9
Electronic energy (a.u.): -2749.07826
Orbital gap (eV): 11.019
Structure (SMILES): COC(=O)OC.COC(=O)OC.COC(=O)OC.COC(=O)OC.COC(=O)OC.COC(=O)OC.COC(=O)OC.COC(=O)OC
Molecular weight (g mol⁻¹): 720.62

Mulliken population analysis, charges in e, atoms 1 to 2: -0.73 -0.24

---

Question: Among the records above, which one has the lowest relative energy (zero: lowest compared OMol25 entry of this formula, charge and spin)?
Answer: number 3